1.
# C17H22N2O5

An isolated molecule of C17H22N2O5 (ωB97M-V/def2-TZVPD, the Open Molecules 2025 dataset).

Structure (XYZ):
```
46
Properties=species:S:1:pos:R:3
C 3.308 -5.035 -2.898
C 3.043 -4.009 -3.990
O 2.445 -2.827 -3.460
C 1.117 -2.850 -3.279
O 0.418 -3.789 -3.578
C 0.606 -1.588 -2.693
C -0.762 -1.476 -2.460
C -1.286 -0.325 -1.909
C -0.439 0.726 -1.568
N -0.938 1.919 -1.014
C -1.780 2.137 0.034
O -2.198 3.260 0.244
C -2.099 0.971 0.942
C -1.080 0.816 2.121
C 0.206 0.257 1.512
O 0.188 -0.773 0.890
O 1.354 0.920 1.633
C 1.446 2.066 2.466
C 0.146 2.852 2.496
N -0.875 1.953 2.986
C -2.081 2.607 3.474
C -2.927 1.668 4.325
C 0.925 0.628 -1.830
C 1.446 -0.523 -2.381
H 3.819 -5.895 -3.321
H 2.368 -5.362 -2.461
H 3.927 -4.600 -2.116
H 3.974 -3.674 -4.452
H 2.379 -4.432 -4.752
H -1.401 -2.304 -2.724
H -2.351 -0.231 -1.760
H -0.630 2.773 -1.466
H -2.081 0.026 0.404
H -3.093 1.139 1.357
H -1.477 0.000 2.740
H 1.699 1.734 3.480
H 2.272 2.657 2.063
H -0.072 3.265 1.501
H 0.247 3.684 3.195
H -1.743 3.434 4.104
H -2.679 3.033 2.658
H -3.405 0.896 3.727
H -3.706 2.238 4.824
H -2.308 1.189 5.080
H 1.574 1.454 -1.578
H 2.505 -0.608 -2.566
```

Calculated values
E_tot	-1146.74933	Ha
molecular weight	334.372	g/mol
structure (SMILES)	CCOC(=O)c1ccc(NC(=O)C[C@H]2C(=O)OCCN2CC)cc1
net charge	0

2.
# C17H22N2O5S

An isolated molecule of C17H22N2O5S at a distorted geometry (ωB97M-V/def2-TZVPD, the Open Molecules 2025 dataset).

Structure (XYZ):
```
47
Properties=species:S:1:pos:R:3
C -4.200 -1.531 -1.338
C -3.073 -1.089 -2.259
O -2.129 -0.263 -1.566
C -1.213 -0.890 -0.835
O -1.127 -2.086 -0.744
C -0.190 0.094 -0.244
C -0.832 1.446 0.094
C -1.899 1.327 1.174
S -2.899 2.848 1.288
C -4.115 2.495 -0.013
N 0.785 0.156 -1.333
C 2.153 0.050 -0.838
C 2.788 1.384 -0.591
C 3.690 2.097 -1.326
C 3.886 3.320 -0.638
C 3.087 3.262 0.460
O 2.417 2.098 0.498
C 1.998 -0.756 0.454
C 2.061 -2.264 0.255
O 2.914 -2.887 -0.319
N 0.988 -2.807 0.916
C 0.732 -4.226 0.978
C 0.083 -1.878 1.386
O -0.871 -2.122 2.074
C 0.580 -0.504 0.958
H -4.908 -2.138 -1.895
H -4.720 -0.667 -0.932
H -3.799 -2.122 -0.518
H -3.446 -0.466 -3.075
H -2.547 -1.960 -2.662
H -1.283 1.845 -0.817
H -0.056 2.141 0.421
H -2.580 0.499 0.978
H -1.461 1.188 2.161
H -4.767 1.690 0.317
H -4.691 3.401 -0.162
H -3.602 2.222 -0.931
H 0.644 0.946 -1.948
H 2.757 -0.494 -1.573
H 4.158 1.786 -2.237
H 4.532 4.124 -0.924
H 2.910 3.954 1.259
H 2.767 -0.481 1.180
H 0.485 -4.504 2.002
H -0.109 -4.469 0.327
H 1.628 -4.744 0.642
H 0.535 0.183 1.803
```

Calculated values
E_tot	-1544.93940	Ha
molecular weight	366.439	g/mol
structure (SMILES)	CCOC(=O)[C@]1(CCSC)N[C@@H](c2ccco2)[C@@H]2C(=O)N(C)C(=O)[C@@H]21
net charge	0

3.
# C17H22N2O6

An isolated molecule of C17H22N2O6 at a distorted geometry (ωB97M-V/def2-TZVPD, the Open Molecules 2025 dataset).

Structure (XYZ):
```
47
Properties=species:S:1:pos:R:3
C 0.155 -3.478 0.171
C 1.638 -3.438 -0.558
O 1.903 -2.260 -0.957
C 2.388 -1.496 0.265
O 2.636 -2.062 1.436
C 2.613 0.022 -0.257
C 3.257 0.910 0.540
C 4.124 0.491 2.056
N 3.410 2.160 0.260
C 2.748 2.945 -0.860
O 2.792 4.025 -1.223
N 2.222 1.670 -1.795
C 1.921 0.434 -1.527
C 0.365 0.188 -1.158
C -0.267 -0.415 -2.302
C -1.697 -0.508 -2.134
C -2.219 -0.108 -1.077
O -3.612 -0.372 -1.072
C -4.654 -0.031 -0.006
C -4.708 1.519 -0.317
O -4.497 2.201 1.078
C -1.601 0.303 0.198
O -2.217 0.581 1.339
C -1.494 0.822 2.591
C -0.260 0.480 -0.177
H -0.719 -2.880 -0.603
H 0.293 -3.082 1.058
H -0.131 -4.621 0.235
H 2.385 -3.814 0.069
H 1.536 -3.943 -1.560
H 3.517 1.250 2.951
H 3.833 -0.522 2.180
H 5.051 0.660 1.799
H 3.774 2.981 0.940
H 1.769 2.325 -2.461
H 2.283 -0.099 -2.232
H 0.179 -0.453 -3.028
H -2.226 -0.818 -3.208
H -5.485 -0.502 -0.330
H -4.322 -0.183 0.858
H -3.949 1.843 -0.895
H -5.617 2.052 -0.521
H -3.714 1.722 1.412
H -0.665 0.182 2.346
H -0.878 1.779 2.323
H -2.115 0.591 3.255
H 0.254 0.949 0.895
```

Calculated values
E_tot	-1221.33296	Ha
molecular weight	350.371	g/mol
structure (SMILES)	CCOC(=O)C1=C(C)NC(=O)N[C@@H]1c1ccc(OCCO)c(OC)c1
net charge	0

4.
# C17H22N4O3

An isolated molecule of C17H22N4O3 at a distorted geometry (ωB97M-V/def2-TZVPD, the Open Molecules 2025 dataset).

Structure (XYZ):
```
46
Properties=species:S:1:pos:R:3
C -1.242 -3.423 -0.304
C -1.274 -2.170 0.558
O -1.737 -1.043 -0.194
C -3.042 -0.821 -0.226
O -3.873 -1.537 0.275
C -3.416 0.472 -0.949
C -2.250 1.156 -1.672
C -1.586 2.212 -0.770
N -1.620 1.798 0.609
C -0.599 1.197 1.273
O -0.760 0.631 2.339
C 0.752 1.365 0.689
C 1.407 2.568 0.398
N 2.668 2.391 0.029
N 2.868 1.081 0.074
C 4.019 0.432 -0.221
C 5.179 1.260 -0.643
C 4.004 -0.930 -0.100
C 2.818 -1.590 0.310
C 2.793 -3.078 0.433
N 1.720 -0.938 0.587
C 1.728 0.388 0.488
C -2.955 1.718 1.177
C -4.006 1.416 0.106
H -0.861 -4.257 0.280
H -0.599 -3.271 -1.168
H -2.245 -3.668 -0.647
H -1.936 -2.312 1.417
H -0.274 -1.881 0.892
H -4.201 0.203 -1.663
H -1.513 0.407 -1.961
H -2.612 1.645 -2.578
H -2.122 3.165 -0.848
H -0.557 2.375 -1.087
H 1.011 3.564 0.462
H 4.917 1.829 -1.534
H 6.047 0.639 -0.844
H 5.413 1.982 0.138
H 4.891 -1.502 -0.318
H 1.821 -3.401 0.792
H 2.992 -3.538 -0.534
H 3.564 -3.409 1.128
H -3.190 2.665 1.681
H -2.934 0.929 1.934
H -4.872 0.948 0.574
H -4.337 2.334 -0.384
```

Calculated values
E_tot	-1105.78005	Ha
molecular weight	330.388	g/mol
structure (SMILES)	CCOC(=O)C1CCN(C(=O)c2cnn3c(C)cc(C)nc23)CC1
net charge	0